A molecular structure, C4H13N2S in a non-equilibrium geometry. Source: OMol25; level of theory: wB97M-V/def2-TZVPD.

CARTESIAN COORDINATES (ANGSTROEM)
C -0.8534 0.6024 1.6677
C 0.4348 1.2497 1.1873
S 0.4852 1.2339 -0.6209
N -0.7859 0.3447 3.1031
H -1.7163 1.1923 1.3343
H -0.8900 -0.3871 1.1831
H 0.4057 2.3094 1.4818
H 1.3871 0.8238 1.5287
H 1.2873 2.2896 -0.8950
H -0.9588 1.2490 3.5587
H -1.6285 -0.1580 3.3690
C 0.0866 -2.6805 -1.0049
C 0.4844 -0.5731 -2.2283
N -0.3019 -1.4085 -1.6282
H -0.3464 -3.4972 -1.5896
H -0.2125 -2.7585 0.0407
H 1.1714 -2.7534 -1.0808
H 1.5663 -0.6364 -2.1875
H 0.0352 0.0445 -3.0034
H -1.2115 -1.0496 -1.3772

Calculated values
2S+1	2
E_HOMO (alpha / beta)	-19.03 / -17.36	eV
LUMO level (alpha / beta)	-9.15 / -13.44	eV
frontier orbital gap (alpha / beta)	9.881 / 3.918	eV
total charge	+2


2 unconnected molecules or ions with the total composition CH3NO4 in a non-equilibrium geometry. Source: OMol25; level of theory: wB97M-V/def2-TZVPD.

CARTESIAN COORDINATES (ANGSTROEM)
C 0.1191 -0.2723 -0.2606
N 0.2045 -1.7118 -0.1003
O -3.2506 -0.7569 0.8902
O 1.0036 -2.3634 -0.6687
O -3.7150 0.2758 0.3595
O -3.1963 0.4860 -0.7759
H -0.0300 0.0042 0.6651
H 0.8985 0.2060 -0.7774
H -0.7939 -0.0237 -0.7424

Calculated values
2S+1	1
E_HOMO (alpha / beta)	-8.74 / -8.74	eV
LUMO level (alpha / beta)	-2.95 / -2.95	eV
frontier orbital gap (alpha / beta)	5.786 / 5.788	eV


A single C4H5N3 molecule in a non-equilibrium geometry. Source: OMol25; level of theory: wB97M-V/def2-TZVPD.

CARTESIAN COORDINATES (ANGSTROEM)
C -1.2356 1.4989 0.5281
C 0.1323 1.4379 0.2144
C 0.7155 0.2607 -0.5649
C 0.1555 -0.7113 0.3141
N -1.4759 2.6765 0.9768
N -0.2966 3.2928 0.9699
N 0.6750 2.6108 0.6982
H -1.9216 0.7131 0.5229
H 0.2856 0.2587 -1.5541
H 1.8221 0.4616 -0.6536
H -0.7501 -1.2683 0.2094
H 0.4703 -0.5082 1.3205

Calculated values
2S+1	1
E_HOMO (alpha / beta)	-9.70 / -9.37	eV
LUMO level (alpha / beta)	-1.29 / -2.19	eV
frontier orbital gap (alpha / beta)	8.414 / 7.181	eV


5 unconnected molecules or ions with the total composition C35H79NO15. Source: OMol25; level of theory: wB97M-V/def2-TZVPD.

CARTESIAN COORDINATES (ANGSTROEM)
C 6.2601 3.2508 1.3023
C 5.8042 3.8405 -0.0422
C 4.2856 3.7849 -0.2945
C 3.9490 3.2170 -1.6688
C 4.2327 1.7102 -1.8226
C 5.2828 1.3379 -2.8813
C 6.7226 1.1100 -2.3968
C 6.8719 0.2662 -1.1387
N 6.3901 -1.0945 -1.3929
O 2.5760 3.5232 -2.0462
C 1.6452 3.7447 -1.0772
O 1.0800 4.7942 -0.9992
C 1.2799 2.5637 -0.2042
C -0.1433 2.1163 -0.5300
O -0.2643 0.7683 -0.1086
H 6.9826 3.8980 1.8001
H 6.7403 2.2784 1.1855
H 5.4178 3.1256 1.9854
H 6.3238 3.3368 -0.8603
H 6.1170 4.8843 -0.0964
H 3.8094 3.1749 0.4795
H 3.8616 4.7893 -0.2315
H 4.5320 3.7653 -2.4132
H 4.4806 1.2819 -0.8487
H 3.2895 1.2502 -2.1176
H 5.3055 2.1360 -3.6299
H 4.9533 0.4412 -3.4058
H 7.2547 2.0571 -2.2669
H 7.2575 0.5845 -3.1965
H 6.2937 0.6760 -0.3090
H 7.9229 0.2963 -0.8197
H 6.3658 -1.6265 -0.5301
H 7.0470 -1.5790 -1.9964
H 1.9533 1.7189 -0.3329
H 1.3316 2.8927 0.8355
H -0.3376 2.2142 -1.6046
H -0.8437 2.7676 0.0019
H -1.1747 0.4750 -0.2462
C -6.8586 1.0678 -0.9935
O -6.2475 0.0316 -1.7243
C -5.0683 0.3990 -2.4122
C -3.9858 -0.6471 -2.2711
O -3.4024 -0.7392 -0.9806
C -4.1572 -1.3082 0.0786
C -4.3885 -2.7985 -0.0316
O -5.3215 -3.1150 -1.0436
C -5.0136 -4.2639 -1.8001
H -7.4624 1.7177 -1.6364
H -7.5097 0.6091 -0.2501
H -6.1149 1.6809 -0.4731
H -4.6926 1.3651 -2.0545
H -5.2897 0.5014 -3.4830
H -3.1624 -0.3390 -2.9204
H -4.3451 -1.6167 -2.6209
H -5.1013 -0.7814 0.2317
H -3.5369 -1.1571 0.9658
H -4.7678 -3.1448 0.9400
H -3.4317 -3.3011 -0.2144
H -3.9428 -4.3303 -2.0199
H -5.5567 -4.1914 -2.7419
H -5.3230 -5.1804 -1.2854
C 12.6055 3.7771 2.4346
O 12.6988 2.3718 2.4459
C 11.7279 1.7188 3.2399
C 11.1485 0.5102 2.5400
O 10.3169 0.8196 1.4348
C 10.9305 1.1885 0.2117
C 11.5669 0.0488 -0.5512
O 12.7578 -0.3981 0.0648
C 12.9448 -1.7939 0.0579
H 13.0170 4.2198 3.3487
H 13.1829 4.1356 1.5837
H 11.5677 4.1087 2.3212
H 10.9168 2.4077 3.5020
H 12.1912 1.3733 4.1740
H 10.4858 0.0214 3.2591
H 11.9378 -0.1944 2.2716
H 11.6387 2.0095 0.3410
H 10.1031 1.5511 -0.4053
H 11.7920 0.4126 -1.5635
H 10.8463 -0.7730 -0.6421
H 12.0104 -2.3246 0.2704
H 13.6669 -2.0321 0.8377
H 13.3372 -2.1467 -0.9025
C -2.6648 5.5861 0.3931
O -4.0555 5.3456 0.4154
C -4.4215 4.0738 0.9083
C -5.6252 4.1464 1.8204
O -5.3969 4.7793 3.0659
C -5.3065 6.1936 3.0954
C -6.6336 6.9087 2.9776
O -7.1631 6.8219 1.6692
C -8.5549 6.6211 1.6025
H -2.1884 5.1252 -0.4786
H -2.5138 6.6632 0.3457
H -2.1819 5.2067 1.3000
H -3.5846 3.6081 1.4415
H -4.6905 3.4253 0.0619
H -5.8915 3.1171 2.0780
H -6.4759 4.5867 1.2947
H -4.5999 6.5726 2.3550
H -4.9161 6.4233 4.0901
H -6.4676 7.9633 3.2377
H -7.3366 6.4897 3.7069
H -8.8934 5.9029 2.3571
H -8.7822 6.2230 0.6143
H -9.1082 7.5573 1.7380
C -8.2478 -5.6174 0.2691
O -7.8350 -6.9472 0.4887
C -8.5856 -7.6550 1.4557
C -8.9031 -9.0621 1.0008
O -9.8407 -9.1379 -0.0586
C -9.3977 -8.8432 -1.3719
C -8.5694 -9.9313 -2.0173
O -7.2767 -10.0154 -1.4493
C -6.7902 -11.3244 -1.2687
H -7.8746 -4.9433 1.0481
H -7.8328 -5.3029 -0.6876
H -9.3388 -5.5365 0.2232
H -9.5194 -7.1278 1.6814
H -8.0067 -7.7281 2.3866
H -9.3933 -9.5593 1.8420
H -7.9850 -9.6071 0.7724
H -8.8746 -7.8860 -1.4208
H -10.3157 -8.7610 -1.9594
H -8.4849 -9.6944 -3.0869
H -9.0946 -10.8890 -1.9261
H -7.5731 -11.9960 -0.9004
H -5.9924 -11.2791 -0.5284
H -6.3827 -11.7388 -2.1978

Calculated values
2S+1	1
SMILES	CCC[C@@H](CCCCN)OC(=O)CCO.COCCOCCOC.COCCOCCOC.COCCOCCOC.COCCOCCOC
E_HOMO	-9.05	eV
LUMO level	0.71	eV
frontier orbital gap	9.758	eV


A gas-phase ion, C5H12NO (charge -1) in a non-equilibrium geometry. Source: OMol25; level of theory: wB97M-V/def2-TZVPD.

CARTESIAN COORDINATES (ANGSTROEM)
C -0.3604 0.2718 -1.5972
C -0.2025 0.7064 -0.1544
C 0.9727 1.8364 0.0429
O 0.5551 3.0684 -0.1618
N 0.0333 -0.3823 0.8148
C 0.8928 -1.4290 0.3308
C -1.2562 -0.9128 1.2724
H -0.9653 1.0571 -2.0551
H 0.5993 0.0628 -2.0674
H -1.0565 -0.5635 -1.7777
H -0.9920 1.3650 0.1879
H 1.2626 1.6053 1.0906
H 1.7619 1.4804 -0.6871
H 0.5747 -2.0582 -0.5226
H 1.1689 -2.1696 1.0929
H 1.8084 -0.9046 0.0578
H -1.9542 -0.9967 0.4221
H -1.1428 -1.8735 1.7756
H -1.6998 -0.1632 1.9355

Calculated values
2S+1	1
SMILES	C[C@H](C[O-])N(C)C
E_HOMO	-2.14	eV
LUMO level	3.85	eV
frontier orbital gap	5.995	eV
total charge	-1


5 unconnected molecules or ions with the total composition C2H15N2O4. Source: OMol25; level of theory: wB97M-V/def2-TZVPD.

CARTESIAN COORDINATES (ANGSTROEM)
C 0.1502 0.6338 -3.2346
N 0.6382 1.0801 -1.9151
C 0.5743 0.2644 -0.8874
N 0.6902 0.6897 0.3474
H 0.8307 -0.1080 -3.6438
H 0.1649 1.4768 -3.9056
H -0.8685 0.2682 -3.1553
H 0.6980 2.0723 -1.7606
H 0.4420 -0.7749 -1.1436
H 0.7652 1.6936 0.5073
H 0.7791 0.0437 1.1229
H 0.5170 4.2286 -0.1184
H -0.8204 3.5196 0.2982
O -0.0027 3.4217 -0.2051
H 0.4215 -2.0733 3.6388
H 1.1885 -0.7681 4.0318
O 1.0748 -1.4319 3.3475
H -0.4750 -2.6799 0.9184
H 1.0000 -2.2975 1.1222
O 0.2027 -2.0470 0.6423
H -3.1530 -3.0003 1.1711
H -2.4420 -1.6427 1.2784
O -2.3758 -2.5690 1.5434

Calculated values
2S+1	1
E_HOMO	-14.22	eV
LUMO level	-2.67	eV
frontier orbital gap	11.549	eV
total charge	+1


Energy above the lowest of the compared OMol25 structures with the same formula, charge and spin across the listed records, respectively: 75.7; 195.6; 137.3; 84.2; 31.5; 1.9 kcal per mole.